Below is a structure of composition C37H62BN2O2PS5W, with properties calculated with ωB97M-V/def2-TZVPD.

```
111
Properties=species:S:1:pos:R:3:forces:R:3
W -0.1119 1.3023 1.3505 0.049 0.229 -0.267
S -2.8367 4.3173 1.4427 0.015 -0.060 -0.057
S 0.1568 -0.6001 0.0409 -0.254 0.049 0.298
S -2.9965 -2.0035 0.3099 0.033 0.034 0.008
S -0.0401 3.5259 2.4510 0.192 -0.063 -0.070
S -0.2664 -3.1293 2.0885 0.006 -0.004 0.013
P 2.2437 2.1735 0.5416 -0.108 0.077 -0.002
O -3.1609 1.5376 0.2601 -0.022 -0.002 0.002
O -1.6093 2.2495 -1.2704 0.046 -0.017 0.062
N -1.3048 5.7914 2.8283 -0.028 -0.053 0.004
N 1.9113 -0.2967 5.4186 0.009 0.010 -0.014
C -7.0867 2.5283 -2.6765 0.018 0.001 0.003
C -1.2682 0.3629 5.4150 -0.005 0.010 0.003
C -7.7793 3.4438 -1.6568 -0.004 0.001 -0.001
C 4.4910 1.2528 -1.0139 -0.005 0.013 -0.010
C -1.6479 -4.1469 1.5174 -0.027 -0.021 0.002
C -1.9187 0.2893 2.7376 -0.058 0.007 -0.073
C -2.5859 0.0968 5.0095 0.003 0.008 0.015
C -1.3601 4.5954 2.2767 -0.026 0.038 -0.019
C -2.3293 -1.2731 -1.1972 -0.046 -0.007 -0.048
C -0.6185 0.5600 3.1363 0.014 -0.218 0.213
C 0.8695 -3.2362 0.6820 0.023 0.032 -0.043
C 2.2056 1.2604 -2.0816 -0.021 -0.007 -0.009
C 1.1705 0.8458 4.9063 0.012 -0.018 -0.018
C 3.6407 0.6828 2.4057 -0.008 -0.020 0.015
C -0.8187 -1.2466 -1.3560 0.104 -0.061 -0.003
C 2.1812 3.9290 -0.0405 -0.011 0.035 0.031
C -3.8158 1.9732 -0.8794 -0.038 0.065 -0.064
C 1.7264 -1.5099 4.6433 -0.006 -0.011 0.013
C -3.2581 2.8897 -3.0313 0.003 -0.034 0.040
C -2.8821 2.4048 -1.8033 -0.017 0.011 -0.005
C -5.1663 2.0026 -1.1289 0.052 -0.026 0.027
C 0.9273 4.2335 -0.8622 -0.024 0.040 -0.062
C 1.7243 -0.5519 6.8388 -0.005 -0.011 0.008
C 1.4305 -1.8749 0.2722 -0.012 -0.020 -0.034
C 4.5502 3.0207 2.0451 0.005 0.010 0.005
C 2.9856 1.1111 -0.7695 0.007 -0.052 0.002
C -7.6627 1.1095 -2.5637 -0.004 -0.001 0.000
C -0.2621 0.5862 4.4994 -0.008 -0.010 -0.025
C -7.3823 3.0574 -4.0794 0.002 0.006 -0.012
C 3.3056 2.1324 2.0474 0.008 0.022 0.032
C -3.3021 6.0752 1.5959 0.000 0.014 0.023
C -2.5459 6.5722 2.8182 0.016 0.014 0.021
C -5.5874 2.4884 -2.3743 -0.023 0.019 -0.038
C -2.3588 -3.7011 0.2439 -0.017 -0.056 -0.027
C -4.6284 2.9198 -3.2935 -0.023 -0.004 0.001
C -2.9253 0.0516 3.6751 0.027 -0.002 0.006
C 3.4170 4.4305 -0.7925 0.023 0.005 0.005
B -1.8016 1.7421 0.0154 0.114 -0.074 0.007
H -3.3440 -0.0733 5.7631 0.002 -0.005 0.000
H 1.8627 -1.3050 3.5786 -0.020 -0.007 0.025
H 2.4729 -1.2708 7.1712 -0.003 -0.001 0.000
H 3.4864 3.9891 -1.7857 -0.010 -0.003 -0.003
H 0.3602 -3.7120 -0.1549 -0.001 0.000 0.011
H -7.3896 4.4618 -1.7207 0.002 -0.001 -0.001
H -0.5104 6.0501 3.3974 -0.004 0.014 0.002
H 2.0634 -1.4690 1.0616 -0.005 -0.014 -0.013
H 3.9846 0.6172 3.4388 0.005 0.010 -0.002
H 0.8349 5.3147 -0.9861 0.028 -0.013 -0.009
H -2.9998 6.5903 0.6860 -0.001 -0.010 -0.006
H -3.9313 -0.1778 3.3527 -0.001 -0.003 0.000
H 4.7693 2.2496 -1.3461 -0.004 -0.014 -0.004
H 5.2550 2.7558 1.2589 -0.001 -0.021 -0.004
H -7.5410 0.6973 -1.5609 0.003 0.001 0.000
H -3.1993 -4.3738 0.0705 0.003 0.002 -0.002
H 1.2103 1.6393 5.6552 -0.003 -0.009 0.006
H 2.1126 4.4765 0.9055 -0.022 -0.016 0.002
H -3.0970 6.3752 3.7403 -0.003 0.009 -0.001
H 2.0252 -1.9612 -0.6395 0.001 -0.005 0.000
H 2.4690 -2.2486 4.9450 0.000 -0.001 0.005
H 0.7298 -1.9578 4.7663 0.005 0.006 0.005
H -5.8699 1.6514 -0.3861 -0.001 0.000 0.006
H 2.7685 0.0309 2.3202 0.007 0.040 0.011
H -2.7319 -1.7749 -2.0801 0.001 -0.050 0.026
H -0.4250 -2.2529 -1.4956 -0.012 0.010 -0.040
H -4.9475 3.2938 -4.2548 -0.001 0.001 0.001
H -7.1765 0.4345 -3.2702 -0.001 0.002 -0.003
H -8.8515 3.4795 -1.8544 -0.001 -0.002 -0.002
H 2.6399 2.5340 2.8205 0.005 -0.006 -0.015
H -8.7302 1.1230 -2.7876 -0.002 -0.001 0.001
H -2.7452 -0.2686 -1.2169 0.013 -0.009 -0.037
H -1.3158 -5.1795 1.4014 -0.006 -0.001 -0.004
H 0.7363 -0.9702 7.0805 -0.004 0.001 -0.004
H 4.2995 4.0759 1.9469 0.005 0.000 -0.001
H -2.3418 -4.1351 2.3596 0.008 0.016 0.006
H -4.3794 6.1482 1.7159 0.001 0.000 0.002
H 4.4250 0.2826 1.7634 0.002 0.006 -0.009
H 4.3506 4.2515 -0.2668 0.004 -0.003 -0.016
H -7.6429 3.0882 -0.6342 -0.002 -0.002 0.003
H 5.0847 1.0033 -0.1378 0.000 0.010 0.015
H -7.0306 4.0822 -4.2126 0.001 -0.002 0.006
H 1.1234 1.3097 -1.9395 0.011 0.000 0.007
H -6.9336 2.4318 -4.8530 -0.002 -0.003 0.003
H -1.7085 -3.8011 -0.6251 -0.001 0.031 -0.005
H 0.0085 3.8744 -0.4035 -0.022 -0.004 0.040
H 3.3185 5.5086 -0.9303 -0.009 -0.002 0.006
H 2.5126 2.1591 -2.6155 0.000 0.010 0.003
H -1.0457 0.4117 6.4735 0.003 -0.002 0.002
H 1.7195 -3.8739 0.9293 -0.003 -0.005 0.010
H 0.9865 3.7966 -1.8588 0.000 -0.007 0.016
H -2.1888 0.1847 1.6826 0.009 0.042 -0.002
H -8.4601 3.0579 -4.2429 -0.001 0.000 0.001
H -2.5348 3.2272 -3.7608 0.004 0.003 0.002
H 2.8181 0.1029 -0.3829 0.013 0.061 -0.010
H 4.7740 0.5568 -1.8058 0.004 -0.005 0.004
H 5.0619 2.8953 3.0006 -0.004 -0.002 0.002
H -0.5462 -0.6653 -2.2381 0.005 0.039 0.020
H 2.4249 0.4119 -2.7319 0.004 0.000 -0.006
H -2.3192 7.6340 2.7562 0.000 -0.001 -0.004
H 1.8661 0.3678 7.4056 0.004 0.005 -0.003
H 1.6898 1.2171 4.0185 0.015 0.009 -0.001
```
Positions in Å, forces in eV/Å.

The LUMO energy comes out at -6.30 eV. The net charge is +2. Its HOMO-LUMO gap is 6.4 eV.